No. 1
A cluster of 9 separate species, C17H52N4O9 in total. Source: OMol25; level of theory: ωB97M-V with the def2-TZVPD basis set.

Last column: Löwdin charge in e.
Geometry (Å):
N -2.516 0.180 3.280  0.1395
C -2.964 1.023 2.232  -0.6002
N -2.293 2.208 2.200  0.1652
O -3.840 0.773 1.361  -0.0147
H -1.566 0.244 3.658  0.0937
H -2.993 -0.726 3.275  0.1039
H -2.313 2.627 1.333  0.0647
H -1.476 2.381 2.797  0.1016
N 1.829 -2.113 -2.850  0.1661
C 1.127 -3.174 -2.285  -0.6410
N -0.128 -3.479 -2.897  0.1377
O 1.508 -3.811 -1.329  0.0118
H 1.394 -1.523 -3.549  0.0595
H 2.653 -1.790 -2.427  0.0801
H -0.582 -2.878 -3.557  0.0648
H -0.694 -4.200 -2.453  0.0987
C -1.510 0.918 -5.456  -0.0267
C -0.706 -0.445 -5.739  -0.4720
C -0.281 -0.636 -7.182  -0.0571
O 0.444 -0.336 -4.976  -0.1067
H -1.697 0.887 -4.387  0.0428
H -2.498 1.031 -5.941  0.0810
H -0.925 1.792 -5.644  0.0615
H -1.311 -1.297 -5.454  0.1213
H 0.423 -1.438 -7.334  0.0730
H 0.117 0.310 -7.542  0.0824
H -1.242 -0.939 -7.626  0.0839
H 0.875 0.525 -5.113  0.0281
C 2.744 -2.203 3.642  -0.0794
C 3.585 -3.458 3.586  -0.5264
C 3.924 -3.878 2.171  -0.0496
O 4.728 -3.283 4.398  -0.0490
H 1.846 -2.360 3.133  0.0192
H 3.307 -1.323 3.178  0.1095
H 2.516 -1.798 4.622  0.0726
H 2.947 -4.224 4.086  0.1437
H 4.539 -3.122 1.641  0.0933
H 2.964 -3.971 1.635  0.0740
H 4.357 -4.928 2.222  0.1005
H 4.629 -3.902 5.131  0.0906
C -4.655 2.657 -1.183  -0.0416
C -3.893 1.387 -1.536  -0.4724
C -4.769 0.108 -1.835  -0.0234
O -3.056 1.687 -2.642  -0.1035
H -5.420 2.398 -0.507  0.0626
H -5.191 2.934 -2.083  0.0802
H -3.976 3.371 -0.728  0.0840
H -3.353 1.083 -0.646  0.0824
H -5.385 0.145 -2.721  0.0682
H -5.292 -0.143 -0.992  0.0336
H -4.048 -0.741 -2.001  0.0890
H -3.591 2.218 -3.293  0.1197
C 0.978 -1.061 1.378  -0.0638
C 0.251 -0.399 0.252  -0.4678
C -1.086 -1.059 -0.091  -0.0260
O -0.038 0.967 0.564  -0.0833
H 0.583 -0.802 2.379  0.0946
H 1.910 -0.574 1.427  0.0589
H 1.202 -2.092 1.197  0.0740
H 0.842 -0.478 -0.684  0.1336
H -0.871 -2.083 -0.344  0.0651
H -1.490 -0.578 -0.971  0.0685
H -1.895 -1.099 0.647  0.0771
H 0.845 1.366 0.788  0.1243
C 2.105 1.582 6.413  -0.0585
C 1.812 2.808 5.610  -0.5112
C 3.050 3.281 4.898  -0.0792
O 0.837 2.544 4.603  -0.0811
H 2.250 0.721 5.834  0.0478
H 1.328 1.293 7.095  0.0763
H 3.108 1.681 6.879  0.1003
H 1.481 3.631 6.324  0.1521
H 3.489 2.560 4.295  0.0520
H 3.865 3.823 5.550  0.1280
H 2.706 4.059 4.176  0.0816
H 0.985 3.123 3.805  0.0977
O -0.232 2.283 -1.981  -0.0641
H -1.105 2.262 -2.400  0.0150
H -0.229 1.658 -1.232  0.0045
O 1.556 1.767 -4.345  -0.0354
H 1.207 1.611 -3.485  0.0090
H 2.264 2.433 -4.251  0.0890

Results
HOMO energy, eV: -9.643
E_LUMO, eV: 0.14
Structure (SMILES): NC(N)=O.NC(N)=O.CC(C)O.CC(C)O.CC(C)O.CC(C)O.CC(C)O.O.O

No. 2
A structure of composition C32H34As2BF6N3O3RuS2. Source: OMol25; level of theory: ωB97M-V with the def2-TZVPD basis set.

Last column: Löwdin spin population.
Geometry (Å):
Ru 0.327 -0.051 -0.405  1.5380
S -2.319 -0.974 -0.582  0.2021
C -2.549 0.442 -1.477  0.0210
S -1.069 1.290 -1.734  0.1030
C -3.762 0.900 -1.973  0.0204
C -4.976 0.204 -1.700  0.0088
N -5.970 -0.340 -1.478  0.0144
C -3.860 2.097 -2.741  0.0037
N -3.958 3.065 -3.362  0.0050
C -0.919 -3.515 0.940  0.0029
As -1.066 -2.119 2.224  0.0039
C -2.910 -1.961 2.735  0.0028
C -0.229 -2.804 3.819  0.0015
O -0.372 -0.648 1.867  0.0493
H -1.446 -4.386 1.334  0.0003
H 0.132 -3.753 0.790  0.0035
H -1.343 -3.204 -0.012  0.0012
H -3.213 -2.875 3.246  0.0001
H -3.522 -1.792 1.852  0.0018
H -3.000 -1.105 3.401  0.0001
H -0.649 -3.773 4.090  0.0002
H -0.381 -2.089 4.626  0.0001
H 0.838 -2.915 3.629  0.0004
N 2.044 -0.829 0.603  0.0229
H 1.811 -0.916 1.586  0.0043
H 2.843 -0.215 0.488  0.0010
H 2.315 -1.750 0.247  0.0059
C 0.828 1.693 0.417  0.2059
C 1.351 2.772 0.692  0.0963
C 1.932 3.991 1.008  0.2900
C 3.226 3.977 1.702  0.0209
C 4.213 4.950 1.489  0.0483
C 5.447 4.870 2.116  -0.0035
C 5.737 3.817 2.974  0.0555
C 4.776 2.834 3.183  -0.0035
C 3.544 2.910 2.556  0.0484
C 1.270 5.219 0.567  0.0167
C 1.542 6.473 1.135  0.0554
C 0.892 7.615 0.694  -0.0046
C -0.059 7.540 -0.317  0.0649
C -0.366 6.300 -0.866  -0.0045
C 0.282 5.158 -0.431  0.0572
H 4.024 5.753 0.789  0.0017
H 6.195 5.629 1.917  -0.0016
H 6.704 3.753 3.457  0.0040
H 4.991 1.998 3.837  -0.0016
H 2.801 2.136 2.710  0.0023
H 2.247 6.547 1.952  0.0023
H 1.123 8.570 1.152  -0.0020
H -0.565 8.434 -0.661  0.0046
H -1.120 6.216 -1.638  -0.0018
H 0.029 4.195 -0.858  0.0049
F 0.394 -1.851 -1.387  0.1274
As 2.088 -3.903 -1.437  0.3046
F 0.879 -5.218 -1.116  0.1544
F 1.828 -3.998 -3.201  0.1329
F 3.368 -5.086 -1.486  0.0202
F 3.298 -2.552 -1.640  0.1437
F 2.360 -3.733 0.434  0.1501
C 4.631 0.776 -7.502  0.0000
C 4.885 2.013 -6.628  0.0000
C 4.049 3.186 -7.158  0.0000
C 6.362 2.388 -6.753  0.0000
C 4.483 1.704 -5.183  0.0001
C 5.396 1.714 -4.132  -0.0001
C 5.027 1.408 -2.815  0.0002
C 3.713 1.093 -2.593  -0.0005
O 3.082 0.769 -1.427  0.0006
B 1.723 0.547 -1.764  -0.0048
O 1.559 0.760 -3.139  -0.0024
C 2.790 1.086 -3.627  -0.0009
C 3.141 1.379 -4.918  -0.0001
H 4.904 0.981 -8.542  0.0000
H 3.582 0.480 -7.477  0.0000
H 5.221 -0.071 -7.147  0.0000
H 4.350 3.437 -8.179  0.0000
H 4.184 4.069 -6.530  0.0000
H 2.985 2.947 -7.170  0.0000
H 6.591 2.610 -7.798  0.0000
H 7.013 1.571 -6.433  0.0000
H 6.604 3.273 -6.160  0.0000
H 6.431 1.965 -4.319  0.0000
H 5.747 1.420 -2.006  0.0000
H 2.389 1.359 -5.696  0.0000

Results
HOMO energy (alpha / beta), eV: -2.216 / -3.060
E_LUMO (alpha / beta), eV: 3.81 / 3.15
Charge: -2
2S+1: 5
⟨S²⟩: 6.053

Looking at electronic energy for the records above, in order, we have -42860.6287 -207264.8986 eV.
Looking at energy above the lowest of the compared OMol25 structures with the same formula, charge and spin for the records above, in order, we have 0.143 3.002 eV.